(1)
# C38H47Cl5N4O2RuS2SbSi3

C38H47Cl5N4O2RuS2SbSi3 as an isolated structure in a non-equilibrium geometry (the ωB97M-V functional and the def2-TZVPD basis, OMol25).

Geometry as XYZ:
```
103
Properties=species:S:1:pos:R:3
Ru 0.682 0.842 -1.092
C -2.378 -3.531 -0.385
Sb -1.962 -1.415 -0.346
C 0.199 -1.255 -1.033
C 0.112 -1.408 -2.488
C 0.002 -2.576 -3.235
C 0.106 -2.495 -4.613
C 0.312 -1.259 -5.217
C 0.347 -0.135 -4.418
N 0.226 -0.215 -3.093
Si 1.483 -2.493 -0.277
C 0.831 -4.257 -0.171
C 2.141 -2.078 1.421
C 2.956 -2.615 -1.427
C -2.749 -0.866 1.710
C -1.752 0.058 2.363
C -2.090 0.754 3.536
C -1.109 1.367 4.288
C 0.208 1.305 3.862
C 0.455 0.714 2.645
N -0.492 0.119 1.895
Si -2.800 -2.411 2.865
C -4.199 -3.564 2.390
C -1.106 -3.227 2.781
C -3.037 -1.948 4.665
Si -4.483 -0.090 1.415
C -5.332 -1.035 0.038
C -4.297 1.717 0.937
C -5.569 -0.165 2.941
H -1.775 -3.994 -1.165
H -3.430 -3.623 -0.666
H -2.208 -4.028 0.566
H -0.118 -3.530 -2.741
H 0.040 -3.391 -5.217
H 0.437 -1.168 -6.287
H 0.461 0.861 -4.835
H -0.164 -4.351 0.265
H 1.523 -4.816 0.470
H 0.829 -4.756 -1.146
H 1.394 -1.700 2.114
H 2.958 -1.349 1.359
H 2.550 -2.997 1.854
H 2.665 -2.690 -2.480
H 3.528 -3.515 -1.169
H 3.616 -1.758 -1.325
H -3.122 0.761 3.868
H -1.367 1.870 5.213
H 1.019 1.713 4.452
H 1.458 0.683 2.246
H -4.224 -3.820 1.331
H -5.173 -3.138 2.651
H -4.091 -4.498 2.955
H -0.550 -2.919 1.894
H -1.175 -4.321 2.780
H -0.513 -2.940 3.655
H -3.946 -1.372 4.863
H -2.186 -1.383 5.049
H -3.104 -2.879 5.241
H -4.770 -0.984 -0.900
H -6.320 -0.599 -0.148
H -5.480 -2.090 0.292
H -4.420 1.856 -0.141
H -3.324 2.125 1.223
H -5.061 2.320 1.439
H -5.611 -1.158 3.394
H -6.591 0.103 2.645
H -5.256 0.546 3.712
Cl -1.628 1.637 -1.173
C -0.881 2.700 -2.324
C 0.489 2.583 -2.284
C 1.192 3.357 -3.190
Cl 2.911 3.286 -3.255
C 0.518 4.209 -4.074
Cl 1.405 5.167 -5.182
C -0.879 4.281 -4.071
Cl -1.705 5.291 -5.180
C -1.606 3.506 -3.173
Cl -3.319 3.525 -3.121
O 6.040 2.371 -0.211
C 6.054 1.500 -1.230
C 7.295 1.164 -1.774
C 7.381 0.288 -2.833
C 6.230 -0.263 -3.400
C 5.000 0.050 -2.862
C 4.892 0.906 -1.756
C 3.557 1.159 -1.188
O 2.572 0.386 -1.529
N 3.397 2.134 -0.356
N 2.069 2.366 -0.085
C 1.796 3.361 0.672
S 0.139 3.854 0.912
C 0.564 5.395 1.778
C 1.852 5.161 2.539
S 3.031 4.325 1.438
H 5.108 2.553 0.027
H 8.176 1.628 -1.346
H 8.354 0.034 -3.236
H 6.300 -0.919 -4.258
H 4.091 -0.344 -3.294
H -0.260 5.635 2.450
H 0.667 6.182 1.034
H 1.689 4.523 3.405
H 2.306 6.097 2.860
```

Values from the calculation:
- Lowest unoccupied orbital energy (spin up / spin down): -0.175 / -0.175 Ha
- Multiplicity: 1
- HOMO (spin up / spin down): -10.0 / -10.0 eV
- Charge: +1
- E: -167254.215 eV
- Kohn-Sham gap (spin up / spin down): 5.20 / 5.22 eV

Mulliken atomic charge list, values in e, 2 entries: 0.40 -1.40



(2)
# C38H47F4N6OPtSi2Te

C38H47F4N6OPtSi2Te as an isolated structure in a non-equilibrium geometry (the ωB97M-V functional and the def2-TZVPD basis, OMol25).

Geometry as XYZ:
```
100
Properties=species:S:1:pos:R:3
Pt 0.655 -1.369 0.961
C 1.865 -3.547 2.626
N 0.514 -3.241 2.102
C 0.002 -4.437 1.405
C -0.398 -2.897 3.217
C -1.633 -2.256 2.661
N -1.231 -1.083 1.910
C -2.123 -0.300 1.233
C -1.799 1.053 0.966
F -0.684 1.558 1.487
C -2.616 1.878 0.229
F -2.216 3.117 -0.022
C -3.832 1.423 -0.248
C -4.202 0.115 0.019
F -5.347 -0.357 -0.446
C -3.378 -0.731 0.730
F -3.755 -1.996 0.878
H 1.810 -4.365 3.348
H 2.272 -2.669 3.108
H 2.518 -3.848 1.812
H -0.019 -5.273 2.106
H 0.666 -4.697 0.583
H -1.005 -4.272 1.039
H 0.115 -2.207 3.880
H -0.666 -3.789 3.789
H -2.275 -1.925 3.484
H -2.216 -2.976 2.089
H -4.491 2.079 -0.804
C -5.451 4.274 -10.019
O -4.581 4.855 -9.046
C -4.083 4.100 -8.073
C -3.259 4.752 -7.145
C -2.689 4.052 -6.115
C -2.927 2.677 -5.964
C -3.749 2.036 -6.890
C -4.324 2.730 -7.935
C -2.295 1.974 -4.873
N -1.445 2.514 -4.006
C -1.088 1.513 -3.172
C -1.721 0.324 -3.505
N -2.488 0.638 -4.595
C -1.497 -0.881 -2.799
C -2.089 -2.127 -3.089
C -1.725 -3.227 -2.361
C -0.792 -3.087 -1.327
N -0.256 -1.921 -0.998
C -0.586 -0.825 -1.721
C 0.076 0.380 -1.376
N 0.965 0.335 -0.346
C 1.660 1.436 -0.067
C 1.505 2.636 -0.755
C 0.576 2.711 -1.763
C -0.148 1.560 -2.101
H -5.761 5.087 -10.663
H -6.324 3.825 -9.544
H -4.926 3.522 -10.610
H -3.093 5.813 -7.271
H -2.043 4.552 -5.406
H -3.943 0.971 -6.819
H -4.952 2.213 -8.645
H -3.078 0.014 -5.118
H -2.820 -2.216 -3.882
H -2.139 -4.202 -2.577
H -0.471 -3.951 -0.783
H 2.381 1.379 0.728
H 2.113 3.487 -0.481
H 0.398 3.626 -2.316
C 3.721 -1.941 0.358
Si 4.769 -1.303 1.785
C 5.063 -2.504 3.178
C 6.416 -0.719 1.169
C 3.892 0.271 2.438
Te 1.814 0.194 2.899
C 2.157 -0.720 4.770
Si 1.883 0.673 6.125
C 2.542 -0.115 7.665
C 0.036 0.934 6.039
C 2.831 2.198 5.627
H 3.920 -2.995 0.150
H 3.947 -1.388 -0.557
H 2.623 -1.828 0.526
H 5.589 -3.382 2.791
H 4.192 -2.865 3.721
H 5.731 -2.037 3.907
H 6.993 -1.564 0.781
H 6.995 -0.282 1.985
H 6.338 0.023 0.372
H 4.031 1.077 1.716
H 4.362 0.581 3.376
H 3.176 -1.105 4.794
H 1.443 -1.511 4.986
H 2.088 -1.090 7.853
H 2.335 0.521 8.531
H 3.625 -0.243 7.604
H -0.502 0.086 6.471
H -0.303 1.063 5.005
H -0.271 1.825 6.592
H 3.902 1.999 5.526
H 2.723 2.958 6.406
H 2.474 2.646 4.695
```

Values from the calculation:
- Lowest unoccupied orbital energy (spin up / spin down): -0.394 / -0.394 Ha
- Multiplicity: 1
- HOMO (spin up / spin down): -13.6 / -13.6 eV
- Charge: +3
- E: -88298.525 eV
- Kohn-Sham gap (spin up / spin down): 2.92 / 2.92 eV
- ΔE to the lowest compared entry with this formula, charge and spin: 0.0 kcal/mol

Mulliken atomic charge list, values in e, 2 entries: 1.66 -0.67



(3)
# C38H47N2O8PPbS2Se2

C38H47N2O8PPbS2Se2 as an isolated structure (the ωB97M-V functional and the def2-TZVPD basis, OMol25).

Geometry as XYZ:
```
101
Properties=species:S:1:pos:R:3
Pb -0.214 0.404 -0.143
C -3.582 -1.744 0.443
Se -2.987 0.105 0.501
C -3.333 -0.451 -2.427
C -2.688 0.043 -3.722
Se -0.747 0.253 -3.539
C -0.577 2.070 -4.215
H -2.715 -2.391 0.359
H -4.247 -1.868 -0.405
H -4.126 -1.924 1.366
H -4.350 -0.784 -2.659
H -2.776 -1.314 -2.060
H -3.083 1.014 -4.020
H -2.863 -0.668 -4.526
H -1.316 2.709 -3.736
H -0.702 2.084 -5.294
H 0.421 2.419 -3.961
C -3.396 0.621 -1.354
C -3.727 1.857 -1.581
C -4.119 3.099 -1.755
C -5.568 3.413 -1.560
C -5.959 4.700 -1.195
C -7.287 4.976 -0.902
C -8.242 3.974 -0.970
C -7.862 2.691 -1.341
C -6.537 2.413 -1.629
C -3.182 4.173 -2.195
C -3.581 5.060 -3.195
C -2.717 6.048 -3.640
C -1.448 6.172 -3.088
C -1.037 5.286 -2.103
C -1.898 4.284 -1.676
H -5.221 5.487 -1.116
H -7.570 5.981 -0.619
H -9.274 4.187 -0.726
H -8.602 1.904 -1.409
H -6.249 1.410 -1.919
H -4.569 4.973 -3.629
H -3.040 6.729 -4.416
H -0.781 6.957 -3.419
H -0.056 5.380 -1.656
H -1.556 3.587 -0.925
C -0.617 -5.564 3.316
C -0.690 -4.116 3.720
C 0.347 -3.538 4.445
C 0.315 -2.199 4.793
C -0.763 -1.420 4.405
C -1.821 -1.980 3.702
C -1.777 -3.323 3.365
S -0.914 0.270 4.913
O -1.581 0.970 3.847
O -1.483 0.246 6.227
N 0.565 0.910 5.055
C 1.348 1.465 3.951
C 2.268 0.481 3.248
C 1.579 -0.630 2.475
O 2.046 -1.758 2.461
O 0.500 -0.280 1.838
H -0.385 -6.199 4.172
H 0.176 -5.715 2.580
H -1.555 -5.906 2.882
H 1.198 -4.142 4.733
H 1.139 -1.772 5.348
H -2.667 -1.359 3.433
H -2.609 -3.770 2.832
H 1.073 0.561 5.854
H 1.951 2.270 4.374
H 0.658 1.927 3.254
H 2.991 0.038 3.934
H 2.841 1.055 2.510
C 1.863 -2.971 -0.385
P 0.207 -3.237 -0.994
C -0.489 -4.560 0.000
C 0.334 -3.872 -2.669
O -0.641 -1.989 -0.958
H 2.425 -3.905 -0.360
H 1.816 -2.545 0.624
H 2.376 -2.266 -1.042
H 0.072 -5.482 -0.155
H -1.530 -4.723 -0.280
H -0.433 -4.279 1.053
H 0.996 -4.736 -2.721
H 0.714 -3.081 -3.316
H -0.661 -4.155 -3.015
N -1.035 2.511 1.075
C -0.052 3.587 1.079
C -0.143 4.632 1.983
C 0.782 5.668 1.931
C 1.794 5.654 0.982
C 1.894 4.596 0.089
C 0.969 3.568 0.135
S 2.996 6.989 0.859
O 2.546 7.960 1.838
O 4.249 6.324 1.172
O 2.865 7.402 -0.529
H -1.152 2.142 2.025
H -1.950 2.879 0.823
H -0.938 4.634 2.721
H 0.733 6.509 2.610
H 2.690 4.608 -0.644
H 1.030 2.762 -0.590
```

Values from the calculation:
- Lowest unoccupied orbital energy: -0.024 Ha
- Multiplicity: 1
- HOMO: -7.4 eV
- E: -226429.342 eV
- Kohn-Sham gap: 6.77 eV
- ΔE to the lowest compared entry with this formula, charge and spin: 2.5 kcal/mol

Mulliken atomic charge list, values in e, 2 entries: 1.90 -0.67



What is the formula in the second record?
C38H47F4N6OPtSi2Te